(1)
Here is a structure of composition C60H62AsBHfN6S3 in a non-equilibrium geometry from the OMol25 dataset. Energies are from ωB97M-V with the def2-TZVPD basis set.

Values from the calculation:
E_tot (a.u.): -6154.9256
E_HOMO (eV): -11.94
Charge: +2
ΔE to the lowest compared entry with this formula, charge and spin (eV): 0.770

```
134
C60H62AsBHfN6S3 | the OMol25 dataset | ωB97M-V with the def2-TZVPD basis set
Hf 0.335 0.654 -0.234
C 1.447 -4.111 -2.435
C 0.112 -3.477 -2.209
C -1.007 -3.820 -2.928
C -2.221 -3.147 -2.698
N -2.304 -2.216 -1.777
N -1.241 -1.894 -1.063
B -1.397 -0.780 -0.001
N -1.229 -1.459 1.405
N -1.655 -2.718 1.452
C -1.474 -3.443 2.524
C -0.818 -2.897 3.647
C -0.381 -1.601 3.622
C 0.355 -0.978 4.763
C -0.615 -0.859 2.435
S -0.100 0.796 2.334
C -1.968 -4.878 2.512
C -2.562 -5.238 1.148
C -3.043 -5.023 3.601
C -0.794 -5.819 2.821
N -2.805 -0.133 -0.078
N -3.794 -0.797 0.518
C -4.988 -0.274 0.592
C -5.214 1.043 0.125
C -4.225 1.721 -0.524
C -4.396 3.115 -1.033
C -2.978 1.055 -0.687
S -1.740 1.747 -1.667
C -6.117 -1.097 1.184
C -6.732 -0.377 2.392
C -7.192 -1.267 0.097
C -5.612 -2.474 1.617
C -0.030 -2.456 -1.247
S 1.321 -1.884 -0.315
C -3.507 -3.430 -3.461
C -4.557 -3.899 -2.441
C -3.968 -2.125 -4.129
C -3.313 -4.505 -4.528
H 1.413 -4.802 -3.275
H 1.769 -4.655 -1.545
H 2.201 -3.346 -2.632
H -0.946 -4.590 -3.683
H -0.632 -3.515 4.516
H 0.457 -1.680 5.588
H -0.164 -0.085 5.114
H 1.348 -0.660 4.437
H -3.365 -4.553 0.883
H -2.958 -6.253 1.178
H -1.800 -5.185 0.367
H -3.892 -4.368 3.399
H -2.647 -4.783 4.589
H -3.404 -6.052 3.626
H 0.017 -5.681 2.104
H -1.136 -6.852 2.757
H -0.400 -5.661 3.826
H -6.171 1.515 0.308
H -5.401 3.482 -0.834
H -4.210 3.159 -2.107
H -3.672 3.779 -0.556
H -7.175 0.580 2.112
H -5.988 -0.203 3.171
H -7.524 -1.000 2.809
H -7.612 -0.307 -0.207
H -8.005 -1.880 0.486
H -6.783 -1.762 -0.787
H -4.841 -2.376 2.382
H -5.183 -3.006 0.770
H -6.436 -3.064 2.018
H -4.710 -3.130 -1.685
H -4.227 -4.814 -1.944
H -5.506 -4.103 -2.939
H -4.128 -1.344 -3.386
H -4.900 -2.291 -4.671
H -3.218 -1.776 -4.843
H -3.018 -5.460 -4.088
H -2.569 -4.205 -5.268
H -4.255 -4.662 -5.052
C 6.009 4.605 -0.359
C 5.138 4.370 0.697
C 4.336 3.240 0.693
C 4.415 2.333 -0.361
C 5.285 2.571 -1.419
C 6.081 3.709 -1.415
As 3.287 0.730 -0.274
C 4.261 -0.181 1.141
C 4.157 0.037 2.504
C 4.984 -0.670 3.366
C 5.897 -1.584 2.858
C 5.987 -1.813 1.493
C 5.161 -1.117 0.618
C 5.123 -1.274 -0.848
C 5.862 -2.185 -1.592
C 5.692 -2.255 -2.967
C 4.786 -1.426 -3.615
C 4.042 -0.511 -2.882
C 4.222 -0.432 -1.511
H 6.645 5.480 -0.351
H 5.099 5.063 1.528
H 3.658 3.051 1.519
H 5.350 1.861 -2.234
H 6.771 3.892 -2.228
H 3.440 0.750 2.896
H 4.922 -0.509 4.434
H 6.544 -2.126 3.535
H 6.706 -2.529 1.118
H 6.570 -2.845 -1.108
H 6.271 -2.966 -3.543
H 4.662 -1.495 -4.688
H 3.330 0.137 -3.383
C 0.922 2.861 -0.285
C 1.350 4.013 -0.278
C 1.820 5.320 -0.262
C 2.408 5.854 -1.463
C 3.009 4.981 -2.388
C 3.609 5.474 -3.525
C 3.591 6.842 -3.786
C 2.954 7.712 -2.909
C 2.371 7.230 -1.756
C 1.710 6.066 0.968
C 0.708 5.740 1.901
C 0.583 6.459 3.069
C 1.472 7.494 3.352
C 2.499 7.794 2.465
C 2.619 7.093 1.283
H 3.036 3.921 -2.173
H 4.091 4.795 -4.216
H 4.061 7.227 -4.681
H 2.902 8.769 -3.135
H 1.828 7.903 -1.106
H 0.010 4.944 1.673
H -0.206 6.217 3.768
H 1.370 8.056 4.270
H 3.214 8.570 2.703
H 3.450 7.290 0.619
```

=====

(2)
Here is a cluster of 11 separate species, C60H64F8O9 in total in a non-equilibrium geometry from the OMol25 dataset. Energies are from ωB97M-V with the def2-TZVPD basis set.

Values from the calculation:
Structure (SMILES): CCOC(=O)OC.CCOC(=O)OC.CCOC(=O)OC.Fc1ccccc1.Fc1ccccc1.Fc1ccccc1.Fc1ccccc1.Fc1ccccc1.Fc1ccccc1.Fc1ccccc1.Fc1ccccc1
E_tot (a.u.): -3800.7535
E_HOMO (eV): -8.96
Charge: 0
ΔE to the lowest compared entry with this formula, charge and spin (eV): 0.000

```
141
C60H64F8O9 | the OMol25 dataset | ωB97M-V with the def2-TZVPD basis set
F 10.923 -4.004 24.834
C 10.168 -4.213 23.751
C 10.353 -5.298 22.921
C 9.474 -5.531 21.880
C 8.376 -4.711 21.704
C 8.216 -3.588 22.482
C 9.114 -3.308 23.543
H 11.169 -5.981 23.105
H 9.614 -6.379 21.226
H 7.785 -4.904 20.821
H 7.469 -2.837 22.275
H 8.950 -2.387 24.083
F 5.751 -4.083 18.318
C 5.490 -3.631 19.539
C 5.590 -2.295 19.816
C 5.147 -1.786 21.020
C 4.594 -2.573 22.013
C 4.616 -3.943 21.767
C 5.096 -4.435 20.586
H 6.064 -1.684 19.061
H 5.115 -0.715 21.156
H 4.113 -2.212 22.910
H 4.233 -4.610 22.526
H 5.038 -5.491 20.366
F -3.518 -7.897 22.182
C -2.719 -6.982 22.767
C -2.506 -7.075 24.149
C -1.682 -6.120 24.754
C -1.094 -5.124 23.999
C -1.248 -5.010 22.571
C -2.039 -6.031 21.933
H -2.815 -7.976 24.658
H -1.423 -6.328 25.782
H -0.524 -4.351 24.492
H -0.918 -4.213 21.922
H -2.172 -6.174 20.870
F 8.604 -7.897 25.724
C 7.536 -8.637 25.448
C 6.708 -9.137 26.440
C 5.628 -9.946 26.102
C 5.427 -10.241 24.769
C 6.190 -9.640 23.783
C 7.304 -8.965 24.125
H 6.885 -8.832 27.460
H 4.991 -10.352 26.874
H 4.559 -10.809 24.467
H 5.923 -9.774 22.746
H 7.782 -8.402 23.337
F 0.941 -10.219 26.195
C 0.203 -10.407 25.077
C 0.802 -10.747 23.891
C -0.050 -10.978 22.784
C -1.409 -10.917 22.876
C -1.966 -10.551 24.059
C -1.157 -10.242 25.204
H 1.868 -10.912 23.840
H 0.519 -11.319 21.931
H -2.017 -11.174 22.021
H -3.033 -10.485 24.208
H -1.498 -10.130 26.223
F 10.206 -6.823 28.589
C 9.030 -6.360 29.094
C 7.999 -5.995 28.154
C 6.870 -5.363 28.628
C 6.712 -5.267 30.030
C 7.705 -5.670 30.941
C 8.923 -6.190 30.461
H 8.080 -6.096 27.082
H 6.123 -5.148 27.878
H 5.802 -4.863 30.449
H 7.572 -5.546 32.006
H 9.731 -6.364 31.157
F 2.526 -10.074 28.828
C 3.630 -9.940 29.584
C 3.951 -10.899 30.515
C 5.012 -10.784 31.360
C 5.814 -9.653 31.193
C 5.502 -8.615 30.279
C 4.357 -8.743 29.472
H 3.235 -11.704 30.597
H 5.262 -11.521 32.109
H 6.722 -9.529 31.764
H 6.051 -7.686 30.331
H 4.060 -7.933 28.821
F 4.355 -3.336 26.766
C 3.134 -3.261 27.410
C 2.007 -3.907 26.872
C 0.889 -3.943 27.642
C 0.844 -3.278 28.864
C 1.976 -2.715 29.434
C 3.117 -2.690 28.673
H 2.016 -4.359 25.891
H 0.006 -4.452 27.285
H -0.105 -3.164 29.368
H 1.884 -2.252 30.405
H 4.003 -2.340 29.182
C -3.676 -4.208 28.390
C -2.809 -4.860 29.429
O -2.012 -5.836 28.736
C -1.318 -6.679 29.428
O -0.958 -6.561 30.569
O -1.081 -7.695 28.578
C -0.208 -8.737 28.947
H -4.084 -3.311 28.856
H -4.543 -4.850 28.234
H -3.225 -3.870 27.457
H -3.408 -5.304 30.224
H -2.164 -4.082 29.837
H 0.837 -8.445 28.850
H -0.341 -9.575 28.263
H -0.296 -9.169 29.945
C 1.344 -7.135 25.664
C 2.715 -7.797 26.049
O 3.752 -6.852 26.243
C 4.447 -6.360 25.191
O 4.253 -6.615 24.007
O 5.400 -5.671 25.689
C 6.252 -4.890 24.878
H 1.388 -6.676 24.676
H 0.946 -6.448 26.411
H 0.541 -7.872 25.625
H 3.032 -8.440 25.228
H 2.665 -8.379 26.970
H 5.820 -3.938 24.569
H 6.470 -5.471 23.982
H 7.220 -4.630 25.305
C 2.060 -6.965 21.514
C 2.718 -8.322 21.691
O 2.490 -9.136 20.585
C 2.818 -10.379 20.692
O 3.293 -10.978 21.698
O 2.597 -10.977 19.521
C 2.612 -12.388 19.487
H 2.012 -6.563 22.526
H 1.009 -6.978 21.224
H 2.674 -6.399 20.813
H 2.345 -8.799 22.597
H 3.768 -8.092 21.875
H 2.783 -12.793 18.490
H 1.643 -12.737 19.843
H 3.360 -12.911 20.084
```

=====

(3)
Here is a cluster of 3 separate species, C60H64INO8 in total from the OMol25 dataset. Energies are from ωB97M-V with the def2-TZVPD basis set.

Values from the calculation:
Structure (SMILES): CCCCCCCCCc1c(C)c2c(c(CCOC=O)c1C[C@H](C)I)C(=O)C(CN)=C([C@H](C)CCC)C2=O.O=C1c2ccccc2C(=O)c2ccccc21.O=C1c2ccccc2C(=O)c2ccccc21
E_tot (a.u.): -3279.1619
E_HOMO (eV): -9.23
Charge: 0

```
134
C60H64INO8 | the OMol25 dataset | ωB97M-V with the def2-TZVPD basis set
C -2.282 0.775 7.506
C -2.495 -0.737 7.722
C -1.588 -1.609 6.842
C -2.155 -3.005 6.630
C -1.195 -3.994 5.955
C -0.478 -3.370 4.757
C 0.025 -4.371 3.716
C 1.107 -3.801 2.779
C 0.540 -3.267 1.447
C 1.244 -2.038 0.937
C 2.261 -2.161 -0.014
C 2.642 -3.527 -0.523
C 2.868 -1.003 -0.495
C 2.503 0.243 0.012
C 1.528 0.368 0.992
C 1.168 1.734 1.535
C 1.788 2.004 2.898
O 3.122 1.461 2.938
C 3.631 1.304 4.168
O 4.488 0.506 4.428
C 0.885 -0.795 1.435
C -0.194 -0.700 2.492
C -1.634 -0.977 2.028
C -1.896 -0.725 0.552
I -2.985 0.255 3.180
C 3.213 1.422 -0.558
O 3.476 2.418 0.080
C 3.566 1.325 -2.007
C 3.464 2.610 -2.787
N 4.486 3.609 -2.424
C 3.928 0.136 -2.512
C 4.329 -0.043 -3.961
C 4.493 -1.505 -4.391
C 5.605 0.744 -4.321
C 5.733 1.044 -5.812
C 4.740 2.075 -6.346
C 3.943 -1.011 -1.545
O 4.793 -1.872 -1.593
H -1.717 0.966 6.592
H -1.716 1.224 8.321
H -3.227 1.305 7.406
H -2.312 -0.961 8.771
H -3.531 -0.975 7.475
H -0.596 -1.656 7.303
H -1.459 -1.083 5.893
H -3.059 -2.918 6.018
H -2.470 -3.399 7.599
H -1.750 -4.881 5.650
H -0.445 -4.276 6.698
H -1.196 -2.707 4.262
H 0.347 -2.756 5.123
H 0.380 -5.286 4.192
H -0.842 -4.655 3.112
H 1.830 -4.595 2.587
H 1.652 -3.005 3.288
H 0.580 -4.054 0.698
H -0.523 -3.077 1.588
H 2.081 -3.722 -1.441
H 3.696 -3.591 -0.757
H 2.427 -4.300 0.206
H 1.428 2.515 0.835
H 0.083 1.781 1.672
H 1.203 1.531 3.690
H 1.815 3.074 3.112
H 3.233 1.992 4.934
H -0.194 0.292 2.930
H 0.085 -1.378 3.298
H -1.956 -1.981 2.287
H -1.333 -1.440 -0.051
H -1.569 0.276 0.269
H -2.952 -0.852 0.330
H 2.484 3.046 -2.568
H 3.490 2.395 -3.853
H 5.317 3.169 -2.053
H 4.760 4.128 -3.249
H 3.493 0.355 -4.546
H 4.378 -1.638 -5.464
H 5.471 -1.868 -4.082
H 3.766 -2.135 -3.882
H 6.455 0.115 -4.043
H 5.702 1.661 -3.744
H 6.743 1.394 -6.032
H 5.606 0.122 -6.384
H 3.721 1.681 -6.363
H 4.977 2.331 -7.378
H 4.731 2.988 -5.751
C -1.056 -7.607 -8.256
C -2.114 -6.845 -8.742
C -2.314 -5.556 -8.278
C -1.460 -5.024 -7.320
C -0.406 -5.794 -6.822
C -0.205 -7.083 -7.298
C 0.506 -5.262 -5.770
O 1.426 -5.925 -5.342
C 0.246 -3.886 -5.257
C 1.049 -3.379 -4.245
C 0.842 -2.098 -3.756
C -0.181 -1.320 -4.289
C -0.992 -1.819 -5.293
C -0.786 -3.104 -5.778
C -1.685 -3.629 -6.847
O -2.570 -2.942 -7.312
H -0.899 -8.611 -8.624
H -2.782 -7.260 -9.484
H -3.129 -4.953 -8.652
H 0.619 -7.666 -6.910
H 1.846 -3.988 -3.838
H 1.479 -1.741 -2.956
H -0.345 -0.317 -3.916
H -1.790 -1.219 -5.708
C -6.295 8.378 5.405
C -5.986 9.452 4.577
C -5.386 9.233 3.349
C -5.085 7.938 2.946
C -5.382 6.861 3.783
C -5.994 7.086 5.010
C -5.042 5.463 3.391
O -5.307 4.527 4.114
C -4.358 5.257 2.082
C -3.990 3.970 1.711
C -3.362 3.753 0.497
C -3.106 4.821 -0.357
C -3.469 6.106 0.008
C -4.091 6.330 1.230
C -4.452 7.725 1.612
O -4.237 8.655 0.865
H -6.770 8.552 6.362
H -6.215 10.461 4.892
H -5.145 10.059 2.694
H -6.226 6.243 5.646
H -4.193 3.144 2.376
H -3.073 2.748 0.216
H -2.620 4.649 -1.309
H -3.273 6.944 -0.646
```

=====

Result set for molecular weight: 1227.62 1081.15 1054.07 g mol⁻¹, one per record in the order listed.